Entry from OMol25: a cluster of 9 separate species, C25H47N5O14 in total (the ωB97M-V functional and the def2-TZVPD basis).

The geometry in XYZ format:
```
91
Properties=species:S:1:pos:R:3:lowdin_charge:R:1
C -1.294 5.157 1.652 0.056
N -0.530 3.915 1.805 -0.324
O -1.108 2.884 2.237 -0.032
O 0.608 3.906 1.420 0.091
H -1.321 5.375 0.585 0.118
H -0.831 5.963 2.222 0.113
H -2.357 5.083 1.878 0.087
C -3.414 2.518 1.620 0.042
N -2.911 1.444 0.785 -0.404
O -2.791 0.334 1.183 0.097
O -2.873 1.681 -0.406 -0.062
H -3.062 3.472 1.227 0.069
H -3.122 2.494 2.670 0.113
H -4.488 2.474 1.441 0.125
C 2.330 -1.309 5.727 0.055
N 2.086 -0.849 4.341 -0.349
O 2.295 -1.647 3.406 0.018
O 1.864 0.368 4.251 0.034
H 3.098 -0.633 6.103 0.105
H 2.747 -2.314 5.671 0.099
H 1.408 -1.296 6.308 0.105
C 1.702 2.064 -0.050 0.019
N 1.183 2.129 -1.432 -0.324
O 1.649 1.378 -2.291 0.069
O 0.207 2.913 -1.513 -0.003
H 2.218 2.976 0.251 0.108
H 2.293 1.148 -0.023 0.082
H 1.039 1.818 0.780 0.059
C 0.032 -1.948 -3.878 0.038
N 0.606 -2.700 -2.776 -0.440
O -0.110 -2.896 -1.836 0.037
O 1.800 -3.073 -2.819 0.062
H 0.443 -0.947 -3.745 0.088
H -1.047 -1.890 -3.734 0.102
H 0.235 -2.541 -4.770 0.120
C 0.970 -1.139 1.700 -0.080
C 0.312 0.041 2.091 -0.035
C -0.510 0.711 1.194 -0.120
C -0.558 0.324 -0.161 -0.102
C 0.260 -0.681 -0.580 -0.042
C 0.834 -1.516 0.381 -0.094
H 1.321 -1.871 2.413 0.053
H 0.387 0.299 3.137 0.082
H -1.105 1.434 1.731 0.050
H -1.045 0.960 -0.885 0.055
H 0.362 -1.023 -1.600 0.084
H 1.368 -2.395 0.051 0.079
C -2.652 0.912 -3.332 -0.111
C -2.527 0.240 -4.580 -0.075
C -1.312 0.228 -5.180 -0.158
C -0.286 0.999 -4.675 -0.092
C -0.436 1.677 -3.448 -0.090
C -1.568 1.522 -2.722 -0.100
H -3.600 0.796 -2.828 0.072
H -3.418 -0.260 -4.929 0.110
H -1.153 -0.324 -6.095 0.108
H 0.719 1.139 -5.044 0.111
H 0.371 2.286 -3.070 0.069
H -1.682 1.977 -1.749 0.080
C -5.269 -4.323 1.968 -0.155
O -5.099 -3.310 1.038 -0.186
C -4.165 -3.629 -0.053 -0.152
C -3.254 -2.420 -0.369 -0.168
O -4.009 -1.248 -0.743 -0.115
C -3.217 -0.211 -1.311 -0.167
H -4.485 -4.246 2.721 0.087
H -5.485 -5.300 1.535 0.084
H -6.215 -4.146 2.480 0.079
H -4.844 -3.648 -0.906 0.115
H -3.673 -4.602 -0.048 0.121
H -2.507 -2.760 -1.087 0.108
H -2.765 -2.200 0.580 0.119
H -2.605 -0.360 -2.201 0.075
H -2.435 0.197 -0.671 0.031
H -3.995 0.473 -1.650 0.101
C 3.538 -1.642 0.044 -0.062
O 4.249 -0.875 -0.946 -0.151
C 4.841 0.351 -0.638 -0.221
C 6.222 0.284 0.001 -0.188
O 6.396 -0.182 1.338 -0.192
C 5.716 0.556 2.275 -0.142
H 4.245 -2.106 0.733 0.101
H 2.858 -2.405 -0.335 0.066
H 2.852 -0.959 0.545 0.051
H 4.231 0.917 0.065 0.089
H 5.062 0.961 -1.514 0.132
H 6.691 1.266 -0.057 0.120
H 6.814 -0.515 -0.448 0.134
H 6.142 0.272 3.237 0.093
H 4.635 0.420 2.298 0.073
H 5.892 1.598 2.010 0.089
```

As for the SMILES: C[N+](=O)[O-].C[N+](=O)[O-].C[N+](=O)[O-].C[N+](=O)[O-].C[N+](=O)[O-].c1ccccc1.c1ccccc1.COCCOC.COCCOC. For the HOMO energy, the calculation gives -0.2701 hartree. Its largest force on an atom is 6.6 eV/A. For the molecular weight, the calculation gives 641.67 g mol⁻¹. The energy is -2306.77894 hartree. The net charge is 0.

Entry from OMol25: a structure of composition C13H13N4O11V (the ωB97M-V functional and the def2-TZVPD basis).

The geometry in XYZ format:
```
42
Properties=species:S:1:pos:R:3:lowdin_charge:R:1
O -0.343 2.708 -5.453 -0.270
V 0.363 1.508 -4.747 1.132
O -0.703 0.365 -4.533 -0.273
N 1.185 2.154 -1.588 -0.534
O 0.777 2.258 -2.835 -0.179
O 2.317 1.763 -1.365 0.063
O 0.419 2.512 -0.720 0.078
C -2.043 4.263 -2.439 0.045
N -1.684 5.367 -1.510 -0.451
O -1.643 5.077 -0.333 0.064
O -1.274 6.416 -1.961 0.052
H -2.607 4.696 -3.260 0.100
H -2.539 3.455 -1.923 0.085
H -1.066 3.955 -2.812 0.074
C 2.003 -2.966 4.747 -0.070
C 2.830 -3.048 3.637 -0.074
C 2.931 -2.005 2.732 -0.010
C 2.171 -0.864 2.952 -0.153
C 1.396 -0.738 4.087 -0.004
C 1.354 -1.762 5.019 -0.062
N 2.112 0.165 1.905 -0.362
O 2.898 0.083 0.982 0.067
O 1.253 1.006 2.013 0.100
H 1.996 -3.747 5.496 0.106
H 3.447 -3.918 3.443 0.107
H 3.665 -1.996 1.938 0.120
H 0.835 0.164 4.288 0.122
H 0.834 -1.656 5.960 0.108
C -0.443 -2.984 0.022 -0.068
C -1.641 -3.433 -0.499 -0.063
C -2.381 -2.565 -1.300 -0.003
C -1.953 -1.270 -1.466 -0.144
C -0.796 -0.791 -0.876 0.021
C -0.011 -1.674 -0.156 -0.043
N -2.759 -0.357 -2.280 -0.353
O -2.518 0.836 -2.239 0.060
O -3.687 -0.830 -2.890 0.087
H 0.134 -3.639 0.667 0.107
H -2.026 -4.419 -0.287 0.108
H -3.283 -2.969 -1.735 0.120
H -0.436 0.225 -0.959 0.101
H 0.917 -1.343 0.279 0.086
```

For the HOMO energy, the calculation gives -0.3702 hartree. Its largest force on an atom is 3.8 eV/A. For the molecular weight, the calculation gives 452.21 g mol⁻¹. The energy is -2493.38833 hartree. The net charge is 0. The calculation puts the energy above the lowest of the compared OMol25 structures with the same formula, charge and spin at 0.0 kcal/mol.